1.
{"formula": "C19H17N3OS2", "method": "wB97M-V/def2-TZVPD", "species": ["C", "C", "C", "C", "C", "N", "C", "N", "C", "O", "C", "C", "C", "C", "N", "C", "C", "C", "C", "C", "C", "S", "S", "C", "C", "H", "H", "H", "H", "H", "H", "H", "H", "H", "H", "H", "H", "H", "H", "H", "H", "H"], "coordinates": [[3.871, -2.062, 4.218], [2.632, -1.568, 3.537], [1.447, -2.305, 3.635], [0.281, -1.892, 3.028], [0.283, -0.709, 2.298], [-0.787, -0.168, 1.644], [-0.486, 0.921, 1.047], [-1.303, 1.718, 0.304], [-2.571, 1.495, -0.205], [-3.003, 2.274, -1.022], [-3.348, 0.318, 0.324], [-3.580, -0.733, -0.769], [-2.280, -1.424, -1.196], [-1.402, -0.522, -1.982], [-0.233, -0.151, -1.628], [0.339, 0.707, -2.524], [1.594, 1.296, -2.408], [2.017, 2.156, -3.398], [1.213, 2.436, -4.501], [-0.034, 1.860, -4.639], [-0.468, 0.997, -3.647], [-1.968, 0.134, -3.525], [1.202, 1.456, 1.235], [1.478, 0.032, 2.199], [2.644, -0.388, 2.811], [4.126, -3.060, 3.865], [4.712, -1.400, 4.027], [3.712, -2.121, 5.294], [1.453, -3.223, 4.204], [-0.630, -2.465, 3.109], [-0.852, 2.531, -0.103], [-4.319, 0.702, 0.644], [-2.830, -0.129, 1.169], [-4.045, -0.258, -1.636], [-4.267, -1.487, -0.382], [-1.725, -1.757, -0.317], [-2.528, -2.293, -1.811], [2.208, 1.072, -1.550], [2.988, 2.622, -3.319], [1.571, 3.114, -5.261], [-0.660, 2.075, -5.491], [3.547, 0.197, 2.722]], "orbital_gap_ev": 8.75, "smiles": "Cc1ccc2nc(NC(=O)CCCc3nc4ccccc4s3)sc2c1", "e_homo_ha": -0.3026, "fmax_ev_per_a": 1.03, "total_energy_ev": -48169.0905}

***

2.
{"formula": "C19H17NO3", "method": "wB97M-V/def2-TZVPD", "species": ["O", "C", "C", "C", "N", "C", "C", "O", "C", "C", "C", "C", "C", "C", "C", "C", "C", "C", "C", "C", "C", "C", "O", "H", "H", "H", "H", "H", "H", "H", "H", "H", "H", "H", "H", "H", "H", "H", "H", "H"], "coordinates": [[-2.345, -2.089, -2.566], [-2.079, -1.336, -1.645], [-0.845, -0.600, -1.552], [-0.564, 0.295, -0.562], [0.653, 0.919, -0.425], [1.570, 0.926, -1.547], [2.486, 2.161, -1.523], [3.209, 2.291, -2.718], [1.279, 0.935, 0.892], [2.286, -0.182, 1.043], [3.616, 0.085, 1.336], [4.527, -0.950, 1.460], [4.119, -2.260, 1.283], [2.792, -2.534, 0.993], [1.880, -1.501, 0.877], [-1.648, 0.722, 0.334], [-1.599, 1.929, 1.029], [-2.646, 2.321, 1.846], [-3.767, 1.519, 1.985], [-3.856, 0.346, 1.259], [-2.818, -0.046, 0.419], [-3.014, -1.234, -0.439], [-3.863, -2.068, -0.224], [-0.106, -0.869, -2.291], [2.192, 0.022, -1.584], [0.973, 0.974, -2.462], [1.879, 3.058, -1.331], [3.245, 2.069, -0.745], [2.597, 2.381, -3.457], [0.501, 0.807, 1.647], [1.765, 1.902, 1.054], [3.940, 1.106, 1.478], [5.559, -0.730, 1.689], [4.831, -3.066, 1.373], [2.466, -3.555, 0.858], [0.845, -1.718, 0.652], [-0.748, 2.582, 0.911], [-2.584, 3.261, 2.375], [-4.575, 1.820, 2.634], [-4.734, -0.279, 1.309]], "orbital_gap_ev": 7.60, "smiles": "O=C1C=C(N(CCO)Cc2ccccc2)c2ccccc2C1=O", "e_homo_ha": -0.3186, "fmax_ev_per_a": 0.80, "total_energy_ev": -27610.6783}

***

3.
{"formula": "C19H17NO4", "method": "wB97M-V/def2-TZVPD", "species": ["C", "C", "C", "C", "C", "C", "O", "C", "C", "O", "N", "C", "C", "C", "C", "O", "C", "O", "C", "C", "C", "C", "C", "C", "H", "H", "H", "H", "H", "H", "H", "H", "H", "H", "H", "H", "H", "H", "H", "H", "H"], "coordinates": [[-0.246, -4.577, 1.697], [-1.652, -4.184, 2.154], [-2.072, -2.890, 1.518], [-2.693, -2.877, 0.274], [-3.048, -1.690, -0.330], [-2.787, -0.477, 0.303], [-3.170, 0.652, -0.386], [-3.105, 1.888, 0.281], [-1.681, 2.431, 0.463], [-1.413, 3.244, 1.318], [-0.821, 1.912, -0.450], [0.545, 2.145, -0.610], [1.244, 3.066, 0.180], [2.591, 3.268, -0.015], [3.272, 2.560, -1.004], [4.594, 2.795, -1.161], [5.346, 2.150, -2.105], [6.518, 2.418, -2.181], [4.652, 1.183, -2.946], [3.338, 0.935, -2.802], [2.583, 1.633, -1.802], [1.217, 1.436, -1.592], [-2.157, -0.473, 1.539], [-1.809, -1.675, 2.133], [-0.220, -4.699, 0.616], [0.471, -3.806, 1.972], [0.056, -5.514, 2.159], [-1.661, -4.081, 3.241], [-2.354, -4.974, 1.881], [-2.906, -3.811, -0.225], [-3.538, -1.675, -1.291], [-3.598, 1.855, 1.259], [-3.653, 2.593, -0.354], [-1.226, 1.237, -1.090], [0.715, 3.612, 0.943], [3.138, 3.975, 0.587], [5.262, 0.686, -3.683], [2.828, 0.217, -3.428], [0.691, 0.720, -2.208], [-1.929, 0.451, 2.049], [-1.323, -1.659, 3.097]], "orbital_gap_ev": 8.40, "smiles": "CCc1ccc(OCC(=O)Nc2ccc3oc(=O)ccc3c2)cc1", "e_homo_ha": -0.3127, "fmax_ev_per_a": 1.03, "total_energy_ev": -29659.6295}

***

4.
{"formula": "C19H17NOsS2Se", "method": "wB97M-V/def2-TZVPD", "species": ["Os", "C", "C", "S", "C", "C", "S", "H", "H", "H", "H", "H", "H", "C", "C", "C", "C", "C", "C", "C", "C", "C", "C", "C", "C", "C", "C", "H", "H", "H", "H", "H", "H", "H", "H", "H", "H", "H", "Se", "C", "N"], "coordinates": [[-1.653, -0.815, 0.011], [-0.305, 0.386, 2.999], [-1.478, 0.207, 2.076], [-2.366, -1.279, 2.092], [-1.738, 1.184, 1.098], [-0.835, 2.383, 0.996], [-3.007, 0.966, -0.082], [-0.053, -0.551, 3.488], [-0.560, 1.124, 3.763], [0.568, 0.754, 2.461], [-0.840, 2.937, 1.937], [-1.161, 3.040, 0.194], [0.192, 2.082, 0.786], [0.453, 3.802, -2.799], [-0.506, 2.806, -2.917], [-0.279, 1.546, -2.382], [0.907, 1.265, -1.707], [1.880, 2.263, -1.629], [1.654, 3.522, -2.162], [1.177, -0.023, -1.045], [0.321, -0.834, -0.421], [0.777, -2.044, 0.318], [0.297, -3.320, 0.012], [0.670, -4.420, 0.775], [1.528, -4.263, 1.850], [2.027, -3.000, 2.155], [1.649, -1.904, 1.404], [0.272, 4.785, -3.215], [-1.437, 3.005, -3.432], [-1.025, 0.773, -2.508], [2.820, 2.048, -1.133], [2.418, 4.285, -2.083], [2.228, -0.310, -1.015], [-0.355, -3.469, -0.838], [0.291, -5.400, 0.518], [1.817, -5.120, 2.444], [2.710, -2.873, 2.985], [2.035, -0.922, 1.648], [-2.140, -1.974, -2.073], [-3.925, -1.483, -2.237], [-5.027, -1.161, -2.330]], "orbital_gap_ev": 7.00, "e_homo_ha": -0.2997, "fmax_ev_per_a": 0.22, "total_energy_ev": -110952.5099}

***

What did the fourth record say?
{"formula": "C19H17NOsS2Se", "method": "wB97M-V/def2-TZVPD", "species": ["Os", "C", "C", "S", "C", "C", "S", "H", "H", "H", "H", "H", "H", "C", "C", "C", "C", "C", "C", "C", "C", "C", "C", "C", "C", "C", "C", "H", "H", "H", "H", "H", "H", "H", "H", "H", "H", "H", "Se", "C", "N"], "coordinates": [[-1.653, -0.815, 0.011], [-0.305, 0.386, 2.999], [-1.478, 0.207, 2.076], [-2.366, -1.279, 2.092], [-1.738, 1.184, 1.098], [-0.835, 2.383, 0.996], [-3.007, 0.966, -0.082], [-0.053, -0.551, 3.488], [-0.560, 1.124, 3.763], [0.568, 0.754, 2.461], [-0.840, 2.937, 1.937], [-1.161, 3.040, 0.194], [0.192, 2.082, 0.786], [0.453, 3.802, -2.799], [-0.506, 2.806, -2.917], [-0.279, 1.546, -2.382], [0.907, 1.265, -1.707], [1.880, 2.263, -1.629], [1.654, 3.522, -2.162], [1.177, -0.023, -1.045], [0.321, -0.834, -0.421], [0.777, -2.044, 0.318], [0.297, -3.320, 0.012], [0.670, -4.420, 0.775], [1.528, -4.263, 1.850], [2.027, -3.000, 2.155], [1.649, -1.904, 1.404], [0.272, 4.785, -3.215], [-1.437, 3.005, -3.432], [-1.025, 0.773, -2.508], [2.820, 2.048, -1.133], [2.418, 4.285, -2.083], [2.228, -0.310, -1.015], [-0.355, -3.469, -0.838], [0.291, -5.400, 0.518], [1.817, -5.120, 2.444], [2.710, -2.873, 2.985], [2.035, -0.922, 1.648], [-2.140, -1.974, -2.073], [-3.925, -1.483, -2.237], [-5.027, -1.161, -2.330]], "orbital_gap_ev": 7.00, "e_homo_ha": -0.2997, "fmax_ev_per_a": 0.22, "total_energy_ev": -110952.5099}